Entry 1:
14
Properties=species:S:1:pos:R:3 method="wB97M-V/def2-TZVPD" relative_energy_ev=2.609 gap_ev=7.47 largest_force_ev_per_a=2.779 e_homo_ev=-8.88
C -0.51946 2.27063 -0.80186
C -0.28037 -0.86937 1.56839
C 1.09428 -1.01022 -0.70123
C -0.12443 -0.73835 0.15488
O -0.62236 1.94008 -1.98834
O -0.34954 1.56976 0.26864
Br -1.76323 -0.85636 -0.82659
H -0.47373 3.32779 -0.55148
H 0.53296 -1.43188 2.09790
H -1.32639 -1.06871 2.03070
H -0.29439 0.18775 1.83340
H 1.38964 -0.15704 -1.28025
H 2.00978 -1.49801 -0.22633
H 0.72724 -1.66605 -1.57783


Entry 2:
18
Properties=species:S:1:pos:R:3 method="wB97M-V/def2-TZVPD" relative_energy_ev=1.465 gap_ev=9.56 largest_force_ev_per_a=5.279 e_homo_ev=-9.09
C 1.06867 1.63865 -1.69298
C 1.03400 0.85441 -0.42436
C -0.55002 -1.01203 1.30570
C -0.38014 0.73592 0.12068
C -1.34315 -1.89676 0.34347
O 0.78387 -1.40823 1.50140
F -2.60146 -1.32200 0.07854
F -1.78166 -3.15509 0.79745
F -0.69118 -2.04415 -0.77346
Br -0.97048 1.97416 1.50257
H 2.12905 1.68054 -2.11542
H 0.71642 2.62027 -1.63655
H 0.58362 1.06363 -2.40695
H 1.70243 1.34857 0.36991
H 1.45682 -0.10474 -0.65075
H -1.16277 -0.49922 1.95492
H -1.19095 0.61712 -0.61355
H 1.19694 -1.09106 2.33939


Entry 3:
18
Properties=species:S:1:pos:R:3 method="wB97M-V/def2-TZVPD" relative_energy_ev=3.324 gap_ev="7.49 / 7.49" largest_force_ev_per_a=0.383 e_homo_ev="-7.42 / -7.42"
C -2.38191 0.24289 -0.87662
C -1.42178 0.46151 0.30007
C -0.60599 -0.76278 0.53041
N 0.57956 -0.95246 0.09123
C 1.42667 0.04543 -0.80018
O 0.74062 0.78460 -1.50443
C 2.74013 -0.17432 -0.52780
H -3.03559 1.11287 -0.97635
H -1.79494 0.13467 -1.79223
H -3.01308 -0.64083 -0.73225
H -0.76448 1.29953 0.07578
H -1.97843 0.65458 1.22447
H 1.27866 0.88103 2.51037
H -1.05306 -1.56932 1.11361
H 1.04061 -1.82419 0.33544
H 3.06836 -0.94620 0.16007
H 1.68582 0.81860 1.88647
H 3.48884 0.43438 -1.01808


Entry 4:
100
Properties=species:S:1:pos:R:3 method="wB97M-V/def2-TZVPD" relative_energy_ev=2.192 gap_ev=9.28 largest_force_ev_per_a=10.528 charge=+1 e_homo_ev=-12.15
C 0.72243 -4.07761 1.80955
C 1.84343 -4.05561 0.80255
N 2.00543 -2.76361 -0.06545
C 0.79943 -2.60761 -1.04645
C 2.03943 -1.56061 0.72355
C 3.21243 -1.55061 1.69755
C 3.19243 -2.92361 -0.92145
C 3.13143 -4.09761 -2.01645
O 4.46543 -4.18561 -2.59645
C 4.54343 -5.11361 -3.56045
H 0.74443 -3.42261 2.60355
H 0.71343 -4.92961 2.18155
H -0.33957 -4.12061 1.34955
H 1.36843 -4.66461 0.01055
H 2.93043 -4.20161 1.37955
H -0.03257 -2.39461 -0.52445
H 0.63943 -3.60761 -1.40145
H 0.77843 -1.94261 -1.97645
H 1.16843 -1.35761 1.42855
H 2.00843 -0.78161 0.15355
H 3.33843 -0.65761 2.11455
H 4.32743 -1.71261 1.20255
H 3.08343 -2.37761 2.49655
H 4.01543 -3.11861 -0.26045
H 3.21343 -1.83561 -1.44145
H 2.45243 -3.86561 -2.84245
H 3.00543 -5.01561 -1.79445
H 5.60243 -5.37761 -3.90145
H 3.89243 -5.11461 -4.42845
H 4.36243 -6.16261 -3.36745
Li -2.77157 -0.52961 2.52155
N -1.44757 -0.04861 0.65655
O -0.76857 0.08939 -0.43245
O -2.07357 -1.06661 0.76455
O -1.82957 0.92839 1.28555
C -3.91657 3.51139 1.39355
C -3.59357 3.81039 -0.08445
C -3.25557 2.67739 -0.92645
O -4.09857 2.85139 -2.04845
C -5.03357 3.73939 -1.77345
O -5.82557 4.17939 -2.60145
O -4.82957 4.36739 -0.61845
H -2.94657 3.03739 1.65055
H -4.52957 2.60339 1.41155
H -4.27157 4.35239 2.07355
H -2.68957 4.50739 -0.51645
H -3.42257 1.61239 -0.56045
H -2.15557 2.66439 -1.23345
C 3.30143 -0.37061 5.45555
C 2.16443 -1.48161 5.35455
C 1.04043 -1.34161 6.41055
O -0.13457 -1.22961 5.62055
C 0.21343 -1.23961 4.32555
O -0.71157 -1.04161 3.40855
O 1.49443 -1.35461 4.09955
H 3.63943 -0.57561 6.37155
H 2.72043 0.70739 5.68755
H 4.02543 -0.34261 4.65055
H 2.59443 -2.57461 5.45555
H 1.07143 -0.57761 6.92555
H 0.95143 -2.08661 7.07355
C -5.07257 -0.25261 -3.02145
C -3.78857 -0.43561 -3.85545
C -2.78957 -1.30261 -3.02745
O -3.05657 -2.54461 -3.37745
C -3.78157 -2.62761 -4.46345
O -4.05357 -3.65861 -5.01945
O -4.02157 -1.39761 -4.85745
H -4.84157 0.37339 -2.29645
H -5.50357 -1.22661 -2.50345
H -5.74357 -0.02261 -3.78745
H -3.62457 0.46339 -4.10045
H -2.63157 -1.17861 -1.86445
H -1.81257 -1.10561 -3.43945
C 0.45243 1.41839 -3.40345
C 0.81643 2.82739 -3.69145
C -0.20257 3.65439 -4.52345
O -0.65357 4.42539 -3.49045
C 0.14343 4.41439 -2.46845
O -0.06557 5.01139 -1.44845
O 1.00943 3.44339 -2.58545
H 1.01543 0.75939 -3.05045
H 0.12443 1.08539 -4.28245
H -0.46857 1.27939 -2.74545
H 1.91543 2.60639 -4.32845
H -1.19357 3.20639 -4.83945
H 0.22843 4.23939 -5.14045
C -0.05757 4.69839 2.94055
C 0.36043 3.40039 2.67155
C 1.01243 3.12139 1.25255
O 2.38643 2.70039 1.61155
C 2.55143 2.68439 2.91755
O 3.59443 2.36739 3.50055
O 1.46543 3.01239 3.54155
H -0.39157 4.94639 4.04855
H -1.00557 4.98139 2.57555
H 0.60443 5.56539 2.72555
H -0.54457 2.72439 2.84455
H 1.09443 3.92439 0.62755
H 0.39043 2.23739 0.74455